C24H36Cl2N5O5PS2SbTi | ωB97M-V with the def2-TZVPD basis set

Geometry as XYZ:
```
77
Properties=species:S:1:pos:R:3:lowdin_spin:R:1
Ti 0.48 -0.08 0.90 0.991
N -1.05 2.56 0.26 0.008
N -0.10 3.17 -0.58 0.002
C 1.12 2.55 -0.74 0.004
O 2.06 3.19 -1.21 0.005
O 1.17 1.29 -0.48 0.018
H -1.99 2.71 -0.09 0.000
H -0.98 2.87 1.23 0.001
H -0.04 4.19 -0.57 0.000
S 0.35 -2.03 2.63 0.002
C 1.29 -3.22 1.67 0.002
C 1.85 -4.27 2.37 0.000
C 2.56 -5.26 1.71 0.000
C 2.71 -5.18 0.34 0.000
C 2.14 -4.15 -0.37 0.000
C 1.41 -3.13 0.27 0.005
S 0.72 -1.90 -0.71 0.011
H 1.71 -4.31 3.44 0.000
H 2.99 -6.08 2.27 0.000
H 3.27 -5.95 -0.19 0.000
H 2.25 -4.08 -1.44 0.000
Cl -0.03 2.42 5.06 0.010
C -1.26 1.62 4.12 0.039
C -2.55 1.55 4.60 0.021
C -3.52 0.91 3.84 0.060
Cl -5.14 0.84 4.46 0.009
C -3.23 0.30 2.61 0.027
C -4.16 -0.38 1.79 0.253
C -3.68 -1.01 0.63 0.049
C -2.36 -0.91 0.28 0.170
N -1.46 -0.19 0.99 0.152
C -1.89 0.38 2.15 0.051
C -0.88 1.06 2.89 0.039
O 0.32 1.14 2.37 0.023
H -2.80 1.98 5.56 0.000
H -5.20 -0.44 2.06 0.018
H -4.36 -1.57 0.01 -0.003
H -1.96 -1.43 -0.58 0.010
N 3.71 1.13 -0.62 0.000
C 4.01 1.59 0.74 0.000
P 3.66 0.05 1.77 0.001
O 4.89 -0.77 1.79 0.000
O 2.44 -0.55 1.12 0.003
C 3.17 0.59 3.48 0.000
N 2.92 -0.70 4.11 0.001
H 4.19 0.24 -0.80 0.000
H 3.87 1.85 -1.33 0.000
H 2.56 0.98 -0.62 0.000
H 3.36 2.44 0.97 0.000
H 5.05 1.88 0.84 0.000
H 2.23 1.16 3.44 0.000
H 3.95 1.19 3.98 0.000
H 2.77 -0.62 5.11 0.000
H 3.72 -1.31 3.94 0.000
H 1.42 -1.50 3.29 0.002
C -0.61 3.04 -4.36 0.000
C -0.34 1.56 -4.45 0.004
Sb -0.99 0.44 -2.64 0.006
C -3.13 0.56 -3.20 0.003
C -3.89 1.54 -2.33 0.002
C -0.70 -1.50 -3.65 0.000
C -1.41 -1.73 -4.97 0.000
H -0.29 3.56 -5.27 0.000
H -0.08 3.48 -3.52 0.000
H -1.68 3.23 -4.23 0.000
H 0.73 1.38 -4.58 0.000
H -0.86 1.14 -5.31 0.000
H -3.55 -0.44 -3.07 0.000
H -3.21 0.83 -4.25 0.000
H -3.83 1.26 -1.28 0.001
H -4.95 1.57 -2.61 0.000
H -3.49 2.55 -2.44 0.000
H -1.01 -2.25 -2.92 0.000
H 0.38 -1.61 -3.77 0.000
H -2.49 -1.61 -4.86 0.000
H -1.22 -2.74 -5.32 0.000
H -1.06 -1.04 -5.73 0.000
```

As for the multiplicity: 3. The calculation puts the gap between HOMO and LUMO (alpha / beta) at 5.00 / 7.10 eV. The total charge is -1.

---

C24H36CoN7O4S4Si | ωB97M-V with the def2-TZVPD basis set

Geometry as XYZ:
```
77
Properties=species:S:1:pos:R:3:lowdin_spin:R:1
Co 0.96 -1.57 0.08 2.736
O 2.28 1.48 3.18 0.001
C 1.35 1.22 4.12 0.000
C 1.35 2.02 5.26 0.000
C 0.43 1.81 6.27 0.000
C -0.52 0.80 6.16 0.000
C -0.52 0.00 5.03 0.000
C 0.40 0.19 4.00 0.002
C 0.37 -0.69 2.79 0.003
O 1.15 -0.39 1.81 0.040
N -0.44 -1.71 2.83 0.003
N -0.35 -2.49 1.67 0.031
C -1.35 -3.26 1.53 0.003
S -2.71 -3.23 2.68 0.002
C -3.80 -4.22 1.62 0.000
C -2.94 -5.23 0.88 0.000
S -1.51 -4.37 0.17 -0.001
H 2.10 0.85 2.43 0.000
H 2.09 2.81 5.33 0.000
H 0.44 2.45 7.15 0.000
H -1.24 0.63 6.94 0.000
H -1.24 -0.80 4.91 0.000
H -4.30 -3.56 0.91 0.000
H -4.54 -4.70 2.26 0.000
H -3.48 -5.70 0.06 0.000
H -2.59 -6.01 1.57 0.000
N 2.98 -2.14 0.47 0.033
N 3.04 -3.55 0.41 0.001
C 2.04 -4.18 -0.39 0.005
O 2.25 -5.35 -0.70 0.004
O 1.03 -3.46 -0.68 0.048
H 3.60 -1.67 -0.19 0.002
H 3.20 -1.81 1.40 0.001
H 3.95 -3.94 0.26 0.001
C -3.66 -0.14 -5.15 0.000
Si -1.89 -0.33 -4.54 0.001
C -1.23 -1.93 -5.24 0.001
C -0.91 1.15 -5.16 0.001
C -1.96 -0.33 -2.66 0.001
C -3.12 -0.05 -1.97 0.002
C -3.16 -0.07 -0.57 0.001
C -2.01 -0.42 0.10 0.004
N -0.86 -0.68 -0.54 0.026
C -0.80 -0.61 -1.89 0.008
S 0.79 -0.83 -2.54 0.034
H -3.67 -0.15 -6.24 0.000
H -4.12 0.80 -4.83 0.000
H -4.30 -0.96 -4.80 0.000
H -1.44 -1.99 -6.31 0.000
H -1.71 -2.78 -4.75 0.000
H -0.16 -2.02 -5.08 0.000
H -0.93 1.20 -6.25 0.000
H 0.13 1.07 -4.83 0.001
H -1.33 2.08 -4.76 0.000
H -4.03 0.18 -2.51 0.000
H -4.06 0.15 -0.02 0.000
H -1.98 -0.50 1.18 0.000
C 4.54 4.63 0.70 0.000
C 3.56 3.75 1.47 0.000
N 2.47 3.28 0.63 0.000
C 2.50 2.16 -0.11 0.000
S 3.85 1.14 -0.16 0.001
N 1.40 1.88 -0.83 0.001
C 0.15 2.61 -0.80 0.000
C 0.13 3.80 -1.76 0.000
H 5.34 4.97 1.36 0.000
H 4.04 5.51 0.29 0.000
H 4.98 4.07 -0.12 0.000
H 3.12 4.28 2.31 0.000
H 4.07 2.87 1.87 0.000
H 1.66 3.87 0.57 0.000
H 1.44 1.04 -1.40 0.000
H -0.08 2.91 0.22 0.000
H -0.63 1.90 -1.09 0.000
H 0.92 4.52 -1.52 0.000
H -0.83 4.31 -1.71 0.000
H 0.29 3.45 -2.78 0.000
```

As for the multiplicity: 4. The calculation puts the gap between HOMO and LUMO (alpha / beta) at 7.32 / 7.31 eV. The total charge is -1.